Model P:
DFT (ωB97M-V/def2-TZVPD) results for a cluster of 2 separate species, C5H7N2O in total.

## Properties
Orbital gap (eV): 8.650
Total charge: +1

Geometry (Å):
C: -0.469 0.094 0.562
C: 0.738 0.683 0.288
C: -1.041 -0.002 1.771
C: 1.224 0.770 -1.022
C: -3.272 -0.097 1.278
N: -3.934 2.193 1.410
N: -3.606 1.119 1.363
O: -0.901 0.099 2.911
H: -1.067 -0.353 -0.221
H: 1.304 1.155 1.118
H: 1.941 -0.008 -1.250
H: 0.424 0.686 -1.771
H: 1.842 1.665 -1.160
H: -3.650 -0.627 2.053
H: -3.067 -0.484 0.227

***

Model Q:
DFT (ωB97M-V/def2-TZVPD) results for the ion C5H7N2O with charge +1.

## Properties
Orbital gap (eV): 7.965
Total charge: +1
SMILES: C=[N+]=N[C@H](C)C=C=O

Geometry (Å):
C: 1.652 1.899 0.239
N: 0.642 1.372 -0.212
N: -0.383 0.985 -0.615
C: -0.815 -0.357 -0.629
C: -1.891 -0.347 0.493
C: 0.268 -1.385 -0.458
C: 1.493 -1.261 -0.016
O: 2.591 -1.216 0.336
H: 2.494 2.152 -0.393
H: 1.769 2.063 1.306
H: -1.340 -0.487 -1.583
H: -2.434 0.596 0.487
H: -2.601 -1.149 0.323
H: -1.419 -0.479 1.462
H: -0.029 -2.387 -0.741

***

So which one is most stable? That would be model Q, about 0.116 eV below the next structure.

***

Model P:
DFT (ωB97M-V/def2-TZVPD) results for the molecule C4H2O2.

## Properties
Orbital gap (eV): 6.972
SMILES: O=C=C=CC=O

Geometry (Å):
O: 4.345 0.167 0.066
C: 3.184 0.289 -0.037
C: 1.925 0.045 -0.047
C: 0.635 0.371 -0.118
C: 0.064 -0.965 0.046
O: 0.960 -1.768 -0.060
H: 0.157 1.328 -0.253
H: -0.978 -1.205 0.266

***

Model Q:
DFT (ωB97M-V/def2-TZVPD) results for the molecule C4H2O2.

## Properties
Orbital gap (eV): 9.262

Geometry (Å):
O: 0.959 -0.245 -2.839
C: 1.087 0.359 -1.800
C: 0.460 -0.057 -0.563
C: -0.012 -0.427 0.478
C: -1.358 0.228 2.147
O: -0.739 -0.796 1.520
H: 1.702 1.271 -1.706
H: -2.100 -0.332 2.763

***

So which one is most stable? That would be model P, about 2.058 eV below the next structure.

***

Model P:
DFT (ωB97M-V/def2-TZVPD) results for a cluster of 2 separate species, C4H2O2 in total.

## Properties
Orbital gap (spin up / spin down) (eV): 7.943 / 8.852

Geometry (Å):
C: -0.404 -0.788 0.359
C: -0.820 0.276 -0.714
C: -1.661 -0.816 -0.237
C: 0.552 0.174 0.050
O: -2.685 -1.363 -0.162
O: 1.806 0.162 -0.369
H: 0.900 1.437 1.637
H: 2.311 0.917 -0.564

***

Model Q:
DFT (ωB97M-V/def2-TZVPD) results for the molecule C4H2O2.

## Properties
Orbital gap (eV): 8.655

Geometry (Å):
C: -0.446 -0.755 -0.067
C: -0.607 0.621 0.055
C: -1.636 -1.616 0.017
C: -2.983 0.596 -0.018
O: -1.719 1.252 -0.013
O: -2.833 -0.690 0.013
H: 0.669 -1.050 -0.230
H: 0.292 1.221 0.139

***

Model R:
DFT (ωB97M-V/def2-TZVPD) results for the molecule C4H2O2.

## Properties
Orbital gap (eV): 9.570
SMILES: C#CC(=O)C=O

Geometry (Å):
C: 1.582 -0.150 -0.545
C: 0.924 0.711 0.003
C: -0.444 0.922 0.472
O: -1.008 1.855 0.970
C: -0.994 -0.479 0.125
O: -1.096 -1.359 0.935
H: 2.203 -0.892 -0.994
H: -1.168 -0.608 -0.966

***

Model S:
DFT (ωB97M-V/def2-TZVPD) results for a structure of composition C4H2O2.

## Properties
Orbital gap (spin up / spin down) (eV): 8.033 / 7.561

Geometry (Å):
O: 0.050 -1.344 0.033
C: -0.847 -0.313 0.234
C: -0.354 1.092 0.350
O: -0.902 2.077 0.697
C: 0.715 0.662 -0.438
C: 1.114 -0.602 -0.332
H: -1.849 -0.511 -0.149
H: 2.073 -1.061 -0.395

***

So which one is most stable? That would be model R, about 2.194 eV below the next structure.

***

Model P:
DFT (ωB97M-V/def2-TZVPD) results for the molecule C3H6N4O2.

## Properties
Orbital gap (eV): 9.734
SMILES: CNn1cnn(O)c1=O

Geometry (Å):
C: 2.047 0.122 0.710
N: 1.480 0.081 -0.596
N: 0.109 -0.175 -0.456
C: -0.428 -1.426 -0.417
N: -1.668 -1.358 -0.087
N: -1.944 -0.073 0.031
O: -3.208 0.305 0.383
C: -0.889 0.820 -0.235
O: -0.762 2.038 -0.353
H: 2.173 -0.902 1.058
H: 3.067 0.493 0.592
H: 1.646 0.781 1.436
H: 1.647 0.925 -1.127
H: 0.264 -2.316 -0.549
H: -3.532 0.684 -0.389

***

Model Q:
DFT (ωB97M-V/def2-TZVPD) results for the molecule C3H6N4O2.

## Properties
Orbital gap (eV): 7.796
SMILES: Nc1cn(O)c(=O)n1N

Geometry (Å):
N: -2.113 -1.006 -0.230
C: -0.637 -0.655 -0.279
C: 0.433 -1.476 0.257
N: 1.397 -0.562 0.336
O: 2.577 -0.926 -0.120
C: 1.047 0.666 -0.093
O: 2.009 1.481 -0.385
N: -0.239 0.630 -0.141
N: -1.116 1.770 0.135
H: -2.562 -1.877 -0.770
H: -2.767 -0.070 0.002
H: 0.913 -2.522 -0.059
H: 2.978 -0.093 0.105
H: -1.454 1.796 1.255
H: -0.465 2.845 -0.012

***

So which one is most stable? That would be model P, about 3.869 eV below the next structure.

***

Model P:
DFT (ωB97M-V/def2-TZVPD) results for the molecule C2H7N5O.

## Properties
Orbital gap (eV): 9.537
SMILES: [H]/N=C(\N)O/C(=N/[H])NN

Geometry (Å):
H: 0.225 1.052 2.468
N: 0.277 0.675 1.579
C: -0.641 0.807 0.806
N: -1.750 1.436 0.644
O: -0.621 -0.081 -0.217
C: 0.079 -1.192 -0.493
N: -0.597 -2.320 -0.329
H: -0.056 -3.184 -1.078
N: 1.438 -0.960 -1.009
N: 1.659 0.507 -1.073
H: -2.272 1.390 -0.440
H: -2.389 1.945 1.496
H: 2.171 -1.624 -0.214
H: 1.095 0.623 -1.952
H: 1.382 0.927 -0.187

***

Model Q:
DFT (ωB97M-V/def2-TZVPD) results for the molecule C2H7N5O.

## Properties
Orbital gap (eV): 9.379
SMILES: C=NN/C(=N/O)NN

Geometry (Å):
C: 2.892 -0.774 -0.236
N: 1.818 -0.089 -0.209
N: 0.753 -0.550 0.498
C: -0.526 -0.207 0.054
N: -1.409 -1.144 0.077
O: -2.702 -0.603 -0.147
N: -0.719 1.096 -0.318
N: 0.059 2.154 0.194
H: 3.011 -1.742 0.268
H: 3.768 -0.312 -0.722
H: 0.819 -1.524 0.757
H: -3.209 -1.416 -0.225
H: -1.686 1.338 -0.440
H: 0.227 1.990 1.195
H: 0.972 2.112 -0.260

***

Model R:
DFT (ωB97M-V/def2-TZVPD) results for the molecule C2H7N5O.

## Properties
Orbital gap (eV): 9.804
SMILES: [H]/N=C(/N)NO/C(N)=N\[H]

Geometry (Å):
H: 0.483 0.096 1.647
N: -0.632 0.500 1.780
C: -1.317 0.680 0.637
N: -2.372 1.469 0.189
N: -0.817 0.029 -0.676
O: 0.002 -0.963 -0.188
C: 1.304 -0.614 -0.490
N: 2.017 -1.678 -0.330
N: 1.797 0.541 -0.769
H: 1.170 1.281 -0.730
H: -2.385 2.124 1.124
H: -2.316 2.163 -0.546
H: -1.602 -0.317 -1.351
H: 1.549 -2.545 -0.608
H: 3.208 -1.520 -0.282

***

So which one is most stable? That would be model Q, about 1.080 eV below the next structure.